[1]
# C20H28N3O4S2

The ion C20H28N3O4S2 with charge +1 in a non-equilibrium geometry (ωB97M-V/def2-TZVPD, the Open Molecules 2025 dataset).

Atoms and positions in Å:
C: 0.89826 -2.05808 -7.95385
C: 1.09436 -1.39609 -6.61579
O: 1.75808 -0.40907 -6.43438
N: 0.41408 -2.05500 -5.60401
C: 0.37117 -1.75289 -4.25801
C: 1.10191 -0.69765 -3.69938
C: 1.02402 -0.44619 -2.34504
C: 0.21796 -1.23700 -1.54455
C: -0.50884 -2.28979 -2.07447
C: -0.43066 -2.54747 -3.42615
H: -0.98740 -3.37120 -3.84748
H: -1.10808 -2.90325 -1.42103
S: 0.10142 -0.92262 0.19291
O: 0.03978 -2.13317 0.96017
O: 1.13620 0.01221 0.61141
N: -1.30807 -0.09266 0.50046
C: -1.56449 1.07462 -0.32781
C: -1.43619 2.33424 0.46503
C: -0.31461 3.07950 0.66810
C: -0.53429 4.18766 1.51935
C: -1.81715 4.26320 1.95661
S: -2.78806 2.98681 1.33850
H: -2.26176 4.99739 2.59792
H: 0.22611 4.90128 1.77928
H: 0.63355 2.84789 0.21801
H: -0.81637 1.07545 -1.12344
H: -2.55634 1.00110 -0.78467
C: -2.38790 -0.68851 1.25602
C: -1.97745 -0.99014 2.70451
C: -1.27667 0.17573 3.40181
H: -1.43117 0.10023 4.48152
N: 0.19041 0.25947 3.18403
C: 0.72840 1.54106 3.69761
H: 0.55814 1.58337 4.77668
H: 0.21655 2.37279 3.21107
C: 2.23076 1.60833 3.40656
O: 2.89926 0.54337 4.02879
C: 2.43493 -0.68853 3.53762
H: 2.61758 -0.76633 2.45683
C: 0.93622 -0.86199 3.80555
H: 0.73913 -0.85501 4.88043
H: 0.60996 -1.80426 3.36704
H: 2.99959 -1.46284 4.05797
H: 2.39099 1.58134 2.31914
H: 2.65509 2.52545 3.81704
H: 0.42416 0.22664 2.16012
H: -1.71775 1.11378 3.05575
H: -1.35175 -1.87951 2.71237
H: -2.88724 -1.22080 3.25991
H: -3.21699 0.02234 1.25255
H: -2.72563 -1.61939 0.78743
H: 1.59848 0.34862 -1.89609
H: 1.72628 -0.09109 -4.33386
H: -0.12477 -2.86478 -5.88188
H: -0.15737 -2.07711 -8.21710
H: 1.44352 -1.50125 -8.71011
H: 1.27064 -3.08019 -7.92699

As for the charge: +1. As for the structure (SMILES): CC(=O)Nc1ccc(S(=O)(=O)N(CCC[NH+]2CCOCC2)Cc2cccs2)cc1. The value obtained for the HOMO energy is -0.4240 Eh. For the LUMO energy, the calculation gives -2.185 eV. The calculation puts the gap between HOMO and LUMO at 9.4 eV.



[2]
# C20H28N4O

The molecule C20H28N4O (ωB97M-V/def2-TZVPD, the Open Molecules 2025 dataset).

Atoms and positions in Å:
C: 0.30179 5.32115 -0.12351
C: 1.51727 4.87266 -0.88484
C: 1.65304 3.67075 -1.43191
C: 0.66629 2.54360 -1.40695
N: 1.36307 1.29474 -1.13429
C: 1.92811 1.23969 0.20114
C: 0.91372 0.86985 1.29174
N: 0.28131 -0.38558 0.93873
C: -0.41974 -0.23135 -0.32367
H: -1.17747 0.57204 -0.26288
C: 0.59176 0.09423 -1.43090
C: 1.54936 -1.08484 -1.66047
H: 1.85145 -1.48930 -0.69298
H: 2.43431 -0.70635 -2.17367
C: 0.94625 -2.20799 -2.50525
O: -0.10195 -2.90630 -1.87447
H: 0.21416 -3.22528 -1.01980
H: 1.74647 -2.91194 -2.78261
H: 0.51400 -1.80518 -3.42460
H: 0.04428 0.27672 -2.36220
H: -0.93625 -1.16018 -0.56627
C: -0.59513 -0.90286 1.97845
C: -0.90046 -2.34822 1.70399
C: 0.11629 -3.24926 1.50449
C: -0.13928 -4.59963 1.21938
C: -1.42206 -5.06529 1.13323
C: -2.49560 -4.17642 1.32986
N: -3.76291 -4.63554 1.24914
C: -4.72623 -3.77466 1.42677
C: -4.47230 -2.41375 1.69615
N: -3.26056 -1.94079 1.79278
C: -2.23729 -2.80409 1.61338
H: -5.28124 -1.70888 1.83758
H: -5.73743 -4.15391 1.35961
H: -1.64595 -6.09752 0.91633
H: 0.69268 -5.27324 1.07168
H: 1.13659 -2.90005 1.56987
H: -1.53740 -0.33895 2.05750
H: -0.06457 -0.82646 2.93347
H: 0.17093 1.68045 1.41139
H: 1.43809 0.75062 2.24353
H: 2.72249 0.48913 0.19685
H: 2.37361 2.21122 0.42488
H: 0.21827 2.45368 -2.40339
H: -0.14879 2.74951 -0.69782
H: 2.55995 3.42970 -1.96971
C: 2.58774 5.91549 -1.02104
H: 3.41582 5.55457 -1.62512
H: 2.17962 6.81283 -1.48558
H: 2.96862 6.19562 -0.03868
H: 0.55277 6.14737 0.53779
H: -0.47109 5.66272 -0.81234
H: -0.11640 4.51544 0.47523

As for the structure (SMILES): CC(C)=CCN1CCN(Cc2cccc3nccnc23)C[C@@H]1CCO. The value obtained for the HOMO energy is -0.2948 Eh. For the LUMO energy, the calculation gives -0.256 eV. The calculation puts the gap between HOMO and LUMO at 7.8 eV.



[3]
# C20H28N4O2

The molecule C20H28N4O2 (ωB97M-V/def2-TZVPD, the Open Molecules 2025 dataset).

Atoms and positions in Å:
C: -3.03109 -1.29858 2.67476
H: -3.48134 -0.31047 2.75037
H: -3.80671 -2.00946 2.40801
H: -2.62765 -1.57384 3.64618
C: -1.92144 -1.29339 1.62691
N: -0.88486 -0.36578 2.04406
C: 0.41992 -0.67798 2.09565
O: 0.86906 -1.79740 1.94924
C: 1.32750 0.55231 2.24655
N: 1.34874 1.19781 0.95962
C: 0.56512 2.25771 0.54520
C: -0.25840 3.13304 1.22512
C: -0.91069 4.09910 0.47673
C: -0.74003 4.18379 -0.90173
C: 0.08571 3.31177 -1.58659
C: 0.74389 2.33360 -0.85661
N: 1.57875 1.32682 -1.27455
C: 1.89565 0.66472 -0.19329
N: 2.72080 -0.40406 -0.14810
H: 2.63934 -1.02667 0.64654
C: 3.09373 -1.06445 -1.37720
H: 2.26819 -1.69010 -1.75206
H: 3.30520 -0.29604 -2.12150
C: 4.32470 -1.93519 -1.12418
O: 4.11251 -2.87451 -0.10026
H: 3.32407 -3.39250 -0.30216
H: 5.15620 -1.31608 -0.78169
H: 4.61469 -2.43291 -2.06075
H: 0.21740 3.37753 -2.65434
H: -1.26837 4.95217 -1.44689
H: -1.56495 4.79934 0.97483
H: -0.38956 3.08212 2.29802
H: 0.94301 1.24995 2.99247
H: 2.33623 0.23953 2.53027
H: -1.15561 0.60610 2.08539
H: -1.44386 -2.27648 1.57822
C: -2.44374 -0.88265 0.24094
H: -2.89358 0.11036 0.34459
C: -1.34484 -0.84676 -0.83760
H: -0.37951 -0.49832 -0.48056
C: -1.37618 -2.26448 -1.40353
H: -0.74988 -2.37685 -2.28651
H: -1.11698 -3.02889 -0.67346
C: -2.86747 -2.21483 -1.72671
H: -3.29704 -3.10671 -2.18092
C: -3.45713 -1.88716 -0.35130
H: -4.46057 -1.46962 -0.42129
H: -3.50623 -2.79271 0.25465
C: -2.95851 -0.96528 -2.61195
H: -3.95228 -0.52031 -2.57503
H: -2.74093 -1.21296 -3.65088
C: -1.87851 -0.03571 -2.02124
H: -1.07791 0.15530 -2.73525
H: -2.27632 0.92920 -1.70819

As for the structure (SMILES): C[C@H](NC(=O)Cn1c(NCCO)nc2ccccc21)[C@@H]1C[C@H]2CC[C@@H]1C2. The value obtained for the HOMO energy is -0.2855 Eh. For the LUMO energy, the calculation gives 0.681 eV. The calculation puts the gap between HOMO and LUMO at 8.4 eV.



[4]
# C20H28N4O3

The molecule C20H28N4O3 (ωB97M-V/def2-TZVPD, the Open Molecules 2025 dataset).

Atoms and positions in Å:
C: 3.46139 -1.03981 -2.45112
C: 3.14893 0.44067 -2.27484
C: 3.64407 0.97252 -0.92918
N: 2.96531 0.32250 0.17693
N: 1.68482 0.62475 0.29901
C: 0.93775 0.08971 1.21452
C: 1.46844 -0.86626 2.15478
C: 0.72390 -1.48570 3.16654
C: 1.32809 -2.38080 4.02023
C: 2.68223 -2.68614 3.89565
C: 3.43169 -2.08957 2.90774
C: 2.83750 -1.17883 2.03270
C: 3.65741 -0.56251 0.99024
O: 4.84339 -0.77218 0.81679
H: 4.48235 -2.30286 2.78184
H: 3.14098 -3.38979 4.57405
H: 0.74451 -2.85217 4.79716
H: -0.32317 -1.25007 3.26119
C: -0.49314 0.54012 1.20775
O: -1.35492 0.08886 1.94270
N: -0.73382 1.48860 0.28400
H: 0.05842 1.80217 -0.25660
C: -2.00255 2.14768 0.10509
H: -2.71695 1.68394 0.78779
H: -1.88275 3.19704 0.39753
C: -2.56222 2.11801 -1.34036
N: -3.34465 0.89661 -1.56071
C: -3.84811 0.71798 -2.91370
H: -4.30155 1.63808 -3.27735
C: -4.91620 -0.37712 -2.90060
H: -5.30406 -0.54855 -3.90662
O: -4.38221 -1.60267 -2.46491
C: -3.82880 -1.45085 -1.17917
H: -3.40029 -2.41783 -0.91109
C: -2.75365 -0.36190 -1.13649
H: -2.40662 -0.29728 -0.11049
H: -1.91384 -0.66553 -1.78705
H: -4.62213 -1.19147 -0.46254
H: -5.73810 -0.06877 -2.23683
H: -3.05015 0.40997 -3.61147
C: -3.52194 3.31550 -1.44264
H: -3.00630 4.23466 -1.17678
H: -3.90823 3.43645 -2.44968
H: -4.35893 3.17021 -0.76580
C: -1.41049 2.30226 -2.34557
H: -1.80466 2.48937 -3.34114
H: -0.79719 3.15386 -2.06021
H: -0.78597 1.41266 -2.38507
H: 3.46222 2.04823 -0.85917
H: 4.70893 0.76752 -0.80399
H: 2.07077 0.60238 -2.34353
H: 3.63044 1.01708 -3.06623
H: 2.93948 -1.63645 -1.70570
H: 4.52814 -1.21886 -2.34140
H: 3.15101 -1.37918 -3.43623

As for the structure (SMILES): CCCn1nc(C(=O)NCC(C)(C)N2CCOCC2)c2ccccc2c1=O. The value obtained for the HOMO energy is -0.3148 Eh. For the LUMO energy, the calculation gives -0.103 eV. The calculation puts the gap between HOMO and LUMO at 8.5 eV.



Copy entry 3 word for word.
# C20H28N4O2

The molecule C20H28N4O2 (ωB97M-V/def2-TZVPD, the Open Molecules 2025 dataset).

Atoms and positions in Å:
C: -3.03109 -1.29858 2.67476
H: -3.48134 -0.31047 2.75037
H: -3.80671 -2.00946 2.40801
H: -2.62765 -1.57384 3.64618
C: -1.92144 -1.29339 1.62691
N: -0.88486 -0.36578 2.04406
C: 0.41992 -0.67798 2.09565
O: 0.86906 -1.79740 1.94924
C: 1.32750 0.55231 2.24655
N: 1.34874 1.19781 0.95962
C: 0.56512 2.25771 0.54520
C: -0.25840 3.13304 1.22512
C: -0.91069 4.09910 0.47673
C: -0.74003 4.18379 -0.90173
C: 0.08571 3.31177 -1.58659
C: 0.74389 2.33360 -0.85661
N: 1.57875 1.32682 -1.27455
C: 1.89565 0.66472 -0.19329
N: 2.72080 -0.40406 -0.14810
H: 2.63934 -1.02667 0.64654
C: 3.09373 -1.06445 -1.37720
H: 2.26819 -1.69010 -1.75206
H: 3.30520 -0.29604 -2.12150
C: 4.32470 -1.93519 -1.12418
O: 4.11251 -2.87451 -0.10026
H: 3.32407 -3.39250 -0.30216
H: 5.15620 -1.31608 -0.78169
H: 4.61469 -2.43291 -2.06075
H: 0.21740 3.37753 -2.65434
H: -1.26837 4.95217 -1.44689
H: -1.56495 4.79934 0.97483
H: -0.38956 3.08212 2.29802
H: 0.94301 1.24995 2.99247
H: 2.33623 0.23953 2.53027
H: -1.15561 0.60610 2.08539
H: -1.44386 -2.27648 1.57822
C: -2.44374 -0.88265 0.24094
H: -2.89358 0.11036 0.34459
C: -1.34484 -0.84676 -0.83760
H: -0.37951 -0.49832 -0.48056
C: -1.37618 -2.26448 -1.40353
H: -0.74988 -2.37685 -2.28651
H: -1.11698 -3.02889 -0.67346
C: -2.86747 -2.21483 -1.72671
H: -3.29704 -3.10671 -2.18092
C: -3.45713 -1.88716 -0.35130
H: -4.46057 -1.46962 -0.42129
H: -3.50623 -2.79271 0.25465
C: -2.95851 -0.96528 -2.61195
H: -3.95228 -0.52031 -2.57503
H: -2.74093 -1.21296 -3.65088
C: -1.87851 -0.03571 -2.02124
H: -1.07791 0.15530 -2.73525
H: -2.27632 0.92920 -1.70819

As for the structure (SMILES): C[C@H](NC(=O)Cn1c(NCCO)nc2ccccc21)[C@@H]1C[C@H]2CC[C@@H]1C2. The value obtained for the HOMO energy is -0.2855 Eh. For the LUMO energy, the calculation gives 0.681 eV. The calculation puts the gap between HOMO and LUMO at 8.4 eV.